Record 1
This record from OMol25 describes a structure of composition C3H9N3O at a distorted geometry. The level of theory is ωB97M-V/def2-TZVPD.

```
16
Properties=species:S:1:pos:R:3:lowdin_charge:R:1
C -0.03 -1.78 -0.11 -0.05
N 1.45 0.59 0.35 -0.09
C -0.75 0.76 0.26 -0.17
C -0.20 -0.37 0.23 -0.13
N 2.19 0.56 -0.83 -0.07
N -0.96 2.03 0.58 0.14
O -2.34 -0.37 0.59 -0.28
H -2.68 -0.67 -0.27 -0.03
H 1.91 -0.04 1.01 0.07
H 2.16 -0.33 -1.34 0.06
H 1.87 1.30 -1.44 0.07
H -1.52 2.59 -0.04 0.11
H -1.10 2.21 1.56 0.12
H -0.90 -2.19 -0.63 0.08
H 0.07 -2.35 0.81 0.10
H 0.85 -1.95 -0.73 0.07
```

Computed properties:
Highest occupied orbital energy (spin up / spin down)   -0.2786 / -0.2787 Eh
HOMO-LUMO gap (spin up / spin down)   8.29 / 8.29 eV

***

Record 2
This record from OMol25 describes an isolated molecule of C3H9N3O. The level of theory is ωB97M-V/def2-TZVPD.

```
16
Properties=species:S:1:pos:R:3:lowdin_charge:R:1
C -1.68 -0.31 -0.83 -0.01
C -1.58 -0.81 0.59 -0.54
O -2.37 -1.57 1.11 0.05
N -0.50 -0.36 1.28 0.01
N 0.39 0.58 0.76 -0.07
C 1.60 0.07 0.10 -0.30
N 1.91 0.81 -1.09 0.00
H -0.98 -0.87 -1.45 0.08
H -2.69 -0.48 -1.19 0.08
H -1.44 0.75 -0.87 0.07
H -0.33 -0.77 2.20 0.16
H 0.60 1.29 1.45 0.12
H 1.40 -0.97 -0.19 0.12
H 2.48 0.09 0.75 0.11
H 2.08 1.78 -0.87 0.06
H 1.13 0.78 -1.74 0.06
```

Computed properties:
Highest occupied orbital energy   -0.3435 Eh
HOMO-LUMO gap   10.20 eV
Structure (SMILES)   CC(=O)NNCN

***

Energy above the lowest of the compared OMol25 structures with the same formula, charge and spin list, top to bottom, in kcal/mol: 160.9; 31.5
Molecular weight list, top to bottom, in u: 103.12; 103.12